Record 1
A 7-piece molecular cluster, C40H49N6O4P overall in a non-equilibrium geometry. Source: the OMol25 dataset; level of theory: ωB97M-V/def2-TZVPD.

Structure (XYZ):
```
100
Properties=species:S:1:pos:R:3:lowdin_charge:R:1
C -2.4299 -0.8284 -0.1142 -0.137
C -1.3485 0.2456 -0.3603 -0.386
P 0.4160 -0.1578 -0.6454 1.076
C 1.0133 -1.2580 0.6986 -0.395
C 0.1852 -2.4480 1.2183 -0.153
C 0.5273 -1.0180 -2.3157 -0.478
C -0.6018 -1.9007 -2.8455 -0.128
C -0.8411 -3.2458 -2.1493 -0.164
C 0.3904 -4.1058 -1.9182 -0.255
O 1.0985 -4.3990 -3.1202 -0.059
C 1.9520 -1.4755 -2.6327 -0.114
O 2.6294 -0.2273 -2.8528 0.033
C 1.7338 0.5129 -3.5479 -0.570
O 2.0139 1.3379 -4.3790 0.135
O 0.4867 0.1555 -3.2152 -0.016
H -3.0858 -0.9470 -0.9786 0.069
H -3.0732 -0.5279 0.7166 0.069
H -2.0228 -1.7979 0.1437 0.020
H -1.6228 0.8267 -1.2468 0.065
H -1.3524 0.9602 0.4640 0.065
H 1.2045 -0.5906 1.5394 0.058
H 1.9977 -1.6037 0.3686 0.063
H -0.3762 -2.9605 0.4445 0.023
H 0.8393 -3.1573 1.7264 0.070
H -0.5233 -2.0895 1.9659 0.051
H -1.5167 -1.3046 -2.8182 0.107
H -0.3975 -2.0751 -3.9085 0.125
H -1.3792 -3.1027 -1.2172 0.076
H -1.5168 -3.8265 -2.7887 0.125
H 0.0844 -5.0472 -1.4516 0.123
H 1.0944 -3.6123 -1.2461 0.095
H 0.5331 -4.2266 -3.8783 0.083
H 2.4570 -2.0759 -1.8828 0.126
H 1.9432 -2.0275 -3.5765 0.133
C 0.7533 -1.5507 7.0957 -0.068
C -0.3674 -1.3091 6.3199 -0.081
C -0.2341 -1.3578 4.9414 -0.156
N 0.9116 -1.6176 4.3156 0.058
C 1.9822 -1.8445 5.0760 -0.153
C 1.9560 -1.8243 6.4615 -0.072
H 0.6883 -1.5227 8.1760 0.106
H -1.3204 -1.0793 6.7691 0.068
H -1.0923 -1.1724 4.3022 0.100
H 2.9048 -2.0512 4.5441 0.102
H 2.8572 -2.0174 7.0273 0.100
C 3.8738 -0.8902 -6.8841 -0.073
C 4.1155 -1.6478 -8.0188 -0.076
C 4.9066 -2.7811 -7.8994 -0.162
N 5.4504 -3.1848 -6.7535 0.050
C 5.2101 -2.4459 -5.6724 -0.154
C 4.4329 -1.2969 -5.6835 -0.069
H 3.2632 0.0031 -6.9300 0.104
H 3.7028 -1.3678 -8.9784 0.099
H 5.1178 -3.3997 -8.7650 0.100
H 5.6649 -2.7953 -4.7517 0.102
H 4.2687 -0.7312 -4.7754 0.091
C -1.0357 4.2050 6.7144 -0.080
C -1.0325 3.6376 5.4503 -0.071
C -1.4103 2.3097 5.3240 -0.151
N -1.7760 1.5469 6.3514 0.056
C -1.7719 2.1041 7.5604 -0.147
C -1.4127 3.4230 7.7941 -0.071
H -0.7468 5.2385 6.8556 0.105
H -0.7413 4.2087 4.5796 0.101
H -1.4159 1.8282 4.3515 0.099
H -2.0670 1.4557 8.3798 0.095
H -1.4277 3.8235 8.7984 0.101
C 3.2288 4.3044 -5.0005 -0.075
C 2.3136 4.0628 -6.0115 -0.075
C 2.3497 4.8706 -7.1383 -0.160
N 3.2117 5.8717 -7.3066 0.046
C 4.0826 6.0924 -6.3250 -0.165
C 4.1333 5.3420 -5.1592 -0.074
H 3.2346 3.6890 -4.1111 0.098
H 1.5961 3.2597 -5.9271 0.076
H 1.6519 4.7103 -7.9539 0.098
H 4.7746 6.9126 -6.4839 0.099
H 4.8671 5.5665 -4.3969 0.098
C -5.3737 -1.5711 10.1575 -0.079
C -4.5469 -1.0298 11.1288 -0.074
C -3.1904 -0.9288 10.8596 -0.159
N -2.6342 -1.3271 9.7171 0.053
C -3.4422 -1.8474 8.7956 -0.157
C -4.8112 -1.9888 8.9626 -0.068
H -6.4382 -1.6649 10.3290 0.105
H -4.9424 -0.6914 12.0765 0.101
H -2.5118 -0.5091 11.5942 0.102
H -2.9623 -2.1658 7.8768 0.091
H -5.4172 -2.4147 8.1750 0.102
C -3.1263 2.9605 -6.3253 -0.078
C -1.9238 2.3669 -5.9794 -0.060
C -1.9224 1.4141 -4.9713 -0.136
N -3.0193 1.0384 -4.3117 0.055
C -4.1676 1.6194 -4.6551 -0.161
C -4.2749 2.5790 -5.6498 -0.077
H -3.1686 3.7089 -7.1062 0.105
H -1.0014 2.6364 -6.4752 0.095
H -1.0091 0.9222 -4.6677 0.083
H -5.0443 1.2976 -4.1033 0.100
H -5.2355 3.0156 -5.8863 0.099
```

Values from the calculation:
LUMO = 0.6 eV
frontier orbital gap = 0.323 Eh
E_HOMO = -8.2385 eV
SMILES = CCP(CC)[C@]1(CCCO)COC(=O)O1.c1ccncc1.c1ccncc1.c1ccncc1.c1ccncc1.c1ccncc1.c1ccncc1

***

Record 2
A 5-piece molecular cluster, C40H50BCl2F10N8O5S overall in a non-equilibrium geometry. Source: the OMol25 dataset; level of theory: ωB97M-V/def2-TZVPD.

Structure (XYZ):
```
117
Properties=species:S:1:pos:R:3:lowdin_charge:R:1
C 0.4215 -1.4654 3.4989 -0.078
C -0.1361 -1.3496 1.9511 -0.233
N -0.9302 -0.0551 1.6899 0.084
C -0.9571 0.2703 0.1886 -0.021
N -0.9717 1.5366 -0.4226 0.007
C -1.0078 2.7889 0.4411 -0.529
Cl 0.6262 3.1210 1.3349 0.584
C -2.2970 2.9611 1.4220 -0.606
C -3.6317 2.0938 1.0448 -0.118
Cl -1.8866 2.8018 3.2627 0.513
C -0.9249 1.5604 -1.9718 -0.210
C -2.1489 2.1507 -2.8270 -0.156
C -3.5183 1.2710 -2.9928 -0.092
C 0.3827 2.5320 -2.3634 -0.098
C 0.0113 4.0470 -2.8606 -0.178
C 1.2547 5.1091 -2.8937 -0.136
F 2.3119 4.8996 -1.8844 -0.123
C -0.3931 -0.0250 -2.1696 -0.235
O 0.9669 0.1586 -1.5557 -0.157
N 1.6668 -0.9596 -1.4823 -0.020
O 2.6172 -0.7516 -0.7435 0.086
S -0.3150 -0.7521 -3.8758 0.959
O -1.2145 -0.0269 -4.9527 -0.302
O -1.0093 -2.1735 -3.7624 -0.306
C 1.2866 -1.1222 -4.6824 -0.241
F 0.9321 -1.5889 -6.0824 0.039
F 1.9763 -2.3440 -4.1127 0.018
C 2.4270 -0.0013 -4.8804 -0.118
F 3.5900 -0.7688 -5.4873 0.039
F 3.0180 0.5952 -3.6614 0.046
C 2.1455 1.1887 -5.9697 -0.087
F 0.8606 1.9022 -5.8311 0.033
F 2.1901 0.7036 -7.4013 0.046
C 3.3142 2.3876 -5.9322 -0.136
F 4.6875 1.8725 -6.1328 0.069
F 3.0135 3.2286 -7.1517 0.029
F 3.1776 3.3019 -4.7765 0.044
C -1.0321 -0.9523 -0.9319 0.017
B -2.6182 -1.3381 -0.8711 -0.416
O -3.4513 -1.8055 -2.0374 0.014
N -3.4421 -1.3139 0.4425 -0.151
C -3.4078 -2.7048 1.1027 -0.082
C -4.9183 -1.0946 0.1477 -0.143
H 1.1270 -2.4276 3.5300 0.066
H -0.4566 -1.5167 4.2751 0.098
H 1.1409 -0.5377 3.6566 0.098
H 0.8377 -1.2402 1.2693 0.120
H -0.6849 -2.3113 1.5626 0.108
H -0.3848 0.6510 2.2271 0.066
H -1.0770 3.7015 -0.3270 0.130
H -2.6399 4.1038 1.3364 0.129
H -3.7784 1.3063 1.9306 0.093
H -3.5618 1.4576 0.0662 0.046
H -4.5961 2.7691 1.0545 0.108
H -1.7998 2.3144 -3.9588 0.141
H -2.5364 3.1690 -2.3351 0.142
H -3.4123 0.2766 -3.5980 0.086
H -4.0872 1.0268 -2.0005 0.057
H -4.2670 1.9516 -3.6280 0.114
H 1.0959 2.7099 -1.4216 0.120
H 0.9812 2.0700 -3.2883 0.122
H -0.3490 3.9378 -3.9947 0.129
H -0.8711 4.5688 -2.3025 0.101
H 1.6625 5.2131 -4.0111 0.130
H 0.7812 6.1795 -2.6572 0.140
H -0.5566 -1.9907 -0.7002 0.177
H -3.4651 -2.8076 -1.9744 0.133
H -2.7873 -2.5453 2.1088 0.097
H -4.4757 -3.0494 1.4384 0.110
H -2.8091 -3.4904 0.4753 0.105
H -5.4304 -0.8945 1.2072 0.118
H -5.4542 -2.0775 -0.2626 0.074
H -5.1482 -0.1476 -0.5010 0.087
N 2.0905 -4.1678 4.6408 0.034
C 2.6549 -4.4888 5.8256 -0.146
C 2.9797 -5.7831 6.1990 -0.070
C 2.7064 -6.8139 5.3060 -0.066
C 2.1237 -6.5152 4.0787 -0.074
C 1.8386 -5.1895 3.7939 -0.163
H 2.8456 -3.6504 6.4892 0.107
H 3.4342 -5.9827 7.1627 0.109
H 2.9457 -7.8414 5.5641 0.112
H 1.8978 -7.2958 3.3611 0.103
H 1.3870 -4.9050 2.8477 0.093
N 3.2256 7.5850 1.5202 0.053
C 4.3669 8.2649 1.2744 -0.148
C 5.5243 7.6777 0.7889 -0.074
C 5.5147 6.3087 0.5432 -0.078
C 4.3548 5.5809 0.7883 -0.087
C 3.2460 6.2577 1.2703 -0.165
H 4.3254 9.3296 1.4850 0.103
H 6.4118 8.2731 0.6072 0.103
H 6.4035 5.8130 0.1636 0.106
H 4.3152 4.5127 0.6076 0.097
H 2.3159 5.7346 1.4739 0.071
N -7.3596 -1.9642 -1.5031 0.042
C -8.0156 -2.4685 -0.4350 -0.154
C -9.3820 -2.6971 -0.4074 -0.067
C -10.1243 -2.3867 -1.5419 -0.069
C -9.4775 -1.8640 -2.6571 -0.068
C -8.1066 -1.6742 -2.5904 -0.139
H -7.3933 -2.6915 0.4268 0.090
H -9.8560 -3.1068 0.4773 0.105
H -11.1978 -2.5509 -1.5572 0.110
H -10.0276 -1.6112 -3.5564 0.106
H -7.5556 -1.2722 -3.4361 0.104
N 6.5126 -5.2475 5.4932 0.057
C 7.3457 -4.5976 6.3352 -0.148
C 7.7077 -3.2682 6.1874 -0.076
C 7.1881 -2.5607 5.1086 -0.081
C 6.3290 -3.2030 4.2229 -0.079
C 6.0227 -4.5341 4.4562 -0.162
H 7.7273 -5.1933 7.1594 0.102
H 8.3788 -2.7962 6.8960 0.103
H 7.4502 -1.5173 4.9592 0.105
H 5.9078 -2.6796 3.3721 0.099
H 5.3539 -5.0785 3.7954 0.098
```

Values from the calculation:
LUMO = -4.3 eV
frontier orbital gap = 0.250 Eh
E_HOMO = -11.1028 eV
charge = +1

***

Record 3
C40H50BN9Na as an isolated structure. Source: the OMol25 dataset; level of theory: ωB97M-V/def2-TZVPD.

Structure (XYZ):
```
101
Properties=species:S:1:pos:R:3:lowdin_charge:R:1
Na 0.4362 0.6222 0.0516 0.219
C 5.8383 -1.5535 -0.1811 -0.035
C 4.9126 -0.3851 -0.0985 -0.278
C 5.2314 0.9563 -0.1311 0.012
C 3.9938 1.6190 -0.0272 -0.264
N 3.0045 0.7465 0.0624 0.136
N 3.5712 -0.4857 0.0190 0.034
B 2.7516 -1.7892 0.0598 -0.500
N 1.9352 -1.9125 1.3665 0.033
N 1.0870 -0.9444 1.7979 0.128
C 0.5460 -1.3795 2.9221 -0.260
C 1.0546 -2.6534 3.2472 0.014
C 1.9423 -2.9509 2.2352 -0.277
C 2.8087 -4.1614 2.1060 -0.030
C -0.4859 -0.5981 3.6993 -0.539
C -0.6615 0.7996 3.1215 -0.048
C -1.8260 -1.3466 3.6237 -0.033
C -0.0430 -0.4964 5.1637 -0.055
N 1.8759 -1.9154 -1.2201 0.034
N 1.2204 -0.8538 -1.7501 0.126
C 0.6718 -1.2598 -2.8835 -0.258
C 0.9662 -2.6174 -3.1044 0.018
C 1.7343 -2.9951 -2.0200 -0.284
C 2.3141 -4.3402 -1.7310 -0.029
C -0.1146 -0.3040 -3.7543 -0.540
C -1.4296 0.0880 -3.0705 -0.037
C 0.7267 0.9511 -4.0059 -0.045
C -0.4377 -0.9700 -5.0927 -0.069
C 3.7448 3.1078 -0.0261 -0.550
C 4.2704 3.7072 -1.3365 -0.047
C 2.2567 3.4095 0.0994 -0.074
C 4.4905 3.7442 1.1531 -0.049
H 6.8630 -1.1939 -0.2730 0.073
H 5.6190 -2.1841 -1.0440 0.078
H 5.7758 -2.1838 0.7074 0.074
H 6.2182 1.3815 -0.2208 0.101
H 3.5224 -2.7086 0.0469 0.102
H 0.8261 -3.2723 4.0999 0.102
H 2.6096 -4.8346 2.9396 0.075
H 3.8677 -3.8979 2.1273 0.076
H 2.6290 -4.7067 1.1802 0.056
H -1.0906 0.7601 2.1217 0.045
H 0.2942 1.3264 3.0648 0.086
H -1.3362 1.3845 3.7538 0.090
H -2.1516 -1.4461 2.5862 0.068
H -2.5959 -0.7954 4.1732 0.081
H -1.7450 -2.3456 4.0576 0.080
H 0.9042 0.0425 5.2407 0.087
H 0.0935 -1.4826 5.6124 0.071
H -0.7924 0.0424 5.7500 0.078
H 0.6737 -3.2473 -3.9279 0.099
H 2.1482 -4.9961 -2.5853 0.075
H 1.8431 -4.8031 -0.8618 0.069
H 3.3863 -4.2895 -1.5375 0.072
H -1.2549 0.6477 -2.1509 0.060
H -2.0176 -0.7944 -2.8086 0.087
H -2.0236 0.7192 -3.7396 0.085
H 1.0033 1.4278 -3.0646 0.069
H 0.1654 1.6694 -4.6103 0.081
H 1.6502 0.6980 -4.5324 0.086
H -1.0725 -1.8479 -4.9540 0.082
H 0.4727 -1.2826 -5.6101 0.082
H -0.9733 -0.2702 -5.7386 0.079
H 3.7559 3.2661 -2.1925 0.086
H 5.3398 3.5206 -1.4529 0.076
H 4.1087 4.7887 -1.3556 0.080
H 1.6962 3.0071 -0.7472 0.079
H 2.1040 4.4921 0.1202 0.087
H 1.8417 2.9884 1.0171 0.084
H 5.5631 3.5506 1.0891 0.076
H 4.1305 3.3370 2.0999 0.089
H 4.3396 4.8274 1.1632 0.079
N -10.2767 1.1272 -0.2748 0.137
C -9.1290 1.0749 -0.2213 -0.195
C -7.6955 1.0102 -0.1547 -0.243
C -7.0758 0.4843 0.9775 -0.020
C -5.6938 0.4210 1.0320 -0.008
C -4.9197 0.8860 -0.0268 -0.191
C -5.5491 1.4153 -1.1498 -0.007
C -6.9295 1.4747 -1.2232 -0.021
C -3.4280 0.8122 0.0385 -0.055
C -2.8995 -0.4728 -0.0222 -0.287
C -3.6336 -1.6896 -0.2467 -0.047
C -2.7075 -2.6967 -0.2752 -0.077
C -1.4401 -2.0641 -0.0621 -0.159
N -1.5480 -0.7641 0.0821 0.067
C -2.7721 2.0515 0.1501 -0.274
C -3.4318 3.2982 0.3720 -0.054
C -2.4454 4.2501 0.4805 -0.097
C -1.2252 3.5490 0.3129 -0.175
N -1.3974 2.2499 0.1201 0.055
H -7.6781 0.1287 1.8025 0.116
H -5.1982 0.0089 1.9016 0.127
H -4.9406 1.7789 -1.9678 0.128
H -7.4199 1.8783 -2.0986 0.116
H -4.7001 -1.7780 -0.3854 0.099
H -2.8829 -3.7504 -0.4305 0.082
H -0.4712 -2.5478 -0.0139 0.100
H -4.4969 3.4455 0.4622 0.099
H -2.5595 5.3087 0.6571 0.078
H -0.2328 3.9766 0.3255 0.070
```

Values from the calculation:
LUMO = 2.1 eV
frontier orbital gap = 0.243 Eh
E_HOMO = -4.5115 eV
charge = -1

***

Record 4
C40H50Br2N5OReSbSi3 as an isolated structure. Source: the OMol25 dataset; level of theory: ωB97M-V/def2-TZVPD.

Structure (XYZ):
```
103
Properties=species:S:1:pos:R:3:lowdin_spin:R:1
Re 0.0787 -0.3779 -0.3233 0.897
Br -4.2528 -2.6971 0.6851 0.000
C -3.9995 -0.9064 0.1973 -0.002
C -5.1118 -0.0403 0.0979 0.000
C -4.9512 1.2654 -0.2732 -0.001
Br -6.4619 2.3770 -0.4021 0.000
C -3.6596 1.7853 -0.5709 0.000
C -3.3785 3.1005 -0.9877 0.002
C -2.0871 3.4549 -1.2755 0.001
C -1.0626 2.5124 -1.1250 0.008
N -1.2755 1.2807 -0.6990 0.014
C -2.5699 0.9064 -0.4497 0.004
C -2.7421 -0.4389 -0.0718 0.008
O -1.6286 -1.1962 -0.0300 0.023
H -6.0975 -0.4280 0.3123 0.000
H -4.1866 3.8117 -1.0927 0.000
H -1.8423 4.4491 -1.6188 0.000
H -0.0446 2.7690 -1.3744 0.002
N -0.5508 0.8894 2.4586 0.001
C -0.4298 2.2562 2.1561 0.000
C -1.4367 3.1234 2.5895 0.000
C -1.3824 4.4793 2.3483 0.000
C -0.3015 5.0260 1.6703 0.000
C 0.6962 4.1982 1.1887 0.000
C 1.8338 4.7415 0.3831 0.000
C 3.4346 3.4914 -0.4071 0.000
C 2.2876 2.5396 -0.4590 0.003
N 1.4421 0.4576 0.6605 -0.010
C 0.6075 2.8161 1.3979 0.001
H -1.2818 0.7351 3.1433 0.000
H 0.3115 0.4819 2.7949 0.000
H -2.2612 2.7085 3.1574 0.000
H -2.1731 5.1189 2.7156 0.000
H -0.2348 6.0934 1.5083 0.000
H 1.7066 5.8077 0.2213 0.000
H 4.3376 3.2970 -0.9661 0.000
H 2.3444 1.7596 -1.2060 0.001
C -0.8779 -0.5302 -3.6211 -0.002
Sb 1.0879 -0.7773 -2.7353 -0.007
C 2.5506 0.2884 1.5913 0.004
C 2.7454 1.6043 1.7591 -0.007
C 3.5094 2.5646 2.5203 0.000
C 3.6901 3.8319 2.1455 -0.004
C 3.3211 4.3994 0.8109 0.000
C 2.0601 3.9386 -0.8968 0.000
N 1.6925 2.0192 0.8124 0.007
Si 3.6476 -0.9476 2.6091 0.001
C 5.3617 -0.3940 2.1207 0.000
C 3.5165 -2.7966 2.4436 0.000
C 3.1828 -0.5540 4.3751 0.000
C 1.3278 -2.9321 -2.2715 0.022
C 1.0368 -3.2577 -0.8392 0.007
C 0.9775 -4.5935 -0.4232 -0.001
C 0.6103 -4.9352 0.8635 0.009
C 0.3760 -3.9258 1.7931 0.000
C 0.5671 -2.6387 1.3701 0.012
N 0.8401 -2.2908 0.0976 0.005
Si 3.2239 -3.1848 -2.5641 0.001
C 4.1249 -1.9991 -1.4113 0.000
C 3.7833 -4.9169 -2.1405 0.001
C 3.6834 -2.8180 -4.3356 -0.001
Si 0.1713 -3.8970 -3.4767 0.002
C 0.4576 -5.7433 -3.6140 0.001
C 0.4486 -3.2206 -5.2127 -0.001
C -1.5852 -3.6687 -2.8313 0.000
H -0.9735 0.5445 -3.7751 0.000
H -1.6923 -0.8906 -2.9980 0.000
H -0.9071 -1.0289 -4.5846 0.000
H 3.9086 2.2248 3.4670 0.000
H 4.2077 4.4900 2.8319 0.000
H 3.9043 5.3020 0.6388 0.000
H 1.7238 4.1968 -1.8905 0.000
H 5.4453 -0.3131 1.0358 0.000
H 6.0960 -1.1268 2.4591 0.000
H 5.6393 0.5686 2.5512 0.000
H 3.5578 -3.2165 1.4411 0.000
H 2.6509 -3.2031 2.9569 0.000
H 4.4003 -3.1547 2.9817 0.000
H 3.1499 0.5055 4.6238 0.000
H 3.9039 -1.0261 5.0461 0.000
H 2.2053 -0.9835 4.6109 0.000
H 1.1902 -5.3643 -1.1443 0.000
H 0.5175 -5.9766 1.1409 0.001
H 0.1029 -4.1353 2.8164 0.000
H 0.4658 -1.8099 2.0619 0.001
H 4.0647 -2.3386 -0.3783 0.000
H 3.7478 -0.9738 -1.4519 0.000
H 5.1831 -1.9641 -1.6791 0.000
H 3.6621 -5.1654 -1.0855 0.000
H 4.8506 -4.9897 -2.3640 0.000
H 3.2802 -5.6793 -2.7345 0.000
H 3.3598 -1.8429 -4.6985 0.000
H 3.3108 -3.5787 -5.0217 0.000
H 4.7745 -2.8390 -4.3924 0.000
H 1.4539 -6.0251 -3.9531 0.000
H -0.2445 -6.0899 -4.3786 0.000
H 0.2177 -6.2994 -2.7095 0.000
H 1.0964 -3.8971 -5.7708 0.000
H 0.9047 -2.2320 -5.2679 -0.001
H -0.5008 -3.1761 -5.7503 0.000
H -1.9847 -4.6333 -2.5131 0.000
H -2.2547 -3.2852 -3.6024 0.000
H -1.6421 -3.0029 -1.9672 0.000
```

Values from the calculation:
<S²> = 0.7586
relative energy (zero: lowest compared OMol25 entry of this formula, charge and spin) = 313.66 kJ/mol
LUMO (spin up / spin down) = -6.0 / -6.3 eV
frontier orbital gap (spin up / spin down) = 0.261 / 0.248 Eh
multiplicity = 2
E_HOMO (spin up / spin down) = -13.1176 / -13.0833 eV
charge = +2